Molecular formula: C21H24N5O2PdS3
Method: DFT, ωB97M-V/def2-TZVPD

Values from the calculation:
Kohn-Sham gap (eV): 6.544
Max |F| (Eh/bohr): 0.015
Electronic energy (eV): -69692.197
Charge: +1
Energy above the lowest of the compared OMol25 structures with the same formula, charge and spin (eV): 0.765
E_HOMO (eV): -10.382

Element x y z (Å)
Pd 0.22252 0.13090 0.27559
O -3.34366 3.22146 2.93935
C -3.97443 2.06356 2.68105
C -5.25811 1.91223 3.20735
C -5.96808 0.75215 2.99099
C -5.42043 -0.29349 2.24601
C -4.15564 -0.15232 1.72324
C -3.41295 1.01882 1.92617
C -2.06991 1.11702 1.34999
O -1.63827 0.08905 0.66263
N -1.36044 2.19711 1.50312
N -0.12200 2.11201 0.86311
C 0.62212 3.14831 1.02246
S 0.07597 4.51304 1.96222
C 1.67904 5.35894 1.92393
C 2.30682 5.09239 0.57290
S 2.19781 3.30669 0.28192
H -2.47123 3.20530 2.49942
H -5.67157 2.73134 3.77956
H -6.96404 0.65647 3.40378
H -5.98268 -1.20121 2.07891
H -3.71141 -0.94651 1.14006
H 2.30098 4.97443 2.73119
H 1.49859 6.42088 2.08353
H 3.36026 5.36729 0.54804
H 1.77418 5.60875 -0.22415
N 6.62864 0.90678 -2.48582
C 6.27307 1.04118 -1.20022
S 7.28472 1.57586 -0.03177
C 4.84299 0.69741 -0.89339
C 3.84374 0.73667 -1.86031
C 2.53736 0.47683 -1.49692
N 2.19361 0.17053 -0.24230
C 3.15297 0.10718 0.69076
C 4.47576 0.36185 0.40432
H 7.57445 1.13651 -2.74483
H 6.03519 0.48578 -3.17833
H 4.04081 1.01037 -2.88711
H 1.73654 0.51634 -2.22365
H 2.82976 -0.14786 1.69022
H 5.22535 0.32110 1.18111
C 0.24305 -2.80616 4.89880
C 1.02601 -3.24482 3.65417
C 2.53744 -3.20221 3.91342
C 0.59052 -4.64468 3.20140
C 0.72270 -2.29580 2.56788
N 0.47362 -1.54060 1.74339
H 0.43378 -3.52189 5.69831
H -0.82854 -2.78301 4.70363
H 0.55624 -1.81853 5.23634
H 2.77847 -3.92577 4.69195
H 2.85194 -2.21619 4.25630
H 3.10135 -3.46376 3.01790
H 0.79917 -5.34949 4.00592
H 1.13636 -4.96206 2.31327
H -0.47653 -4.67449 2.98380